No. 1
{
  "formula": "C19H17Cl5IrN2",
  "method": "ωB97M-V with the def2-TZVPD basis set",
  "elements": ["C", "C", "H", "H", "H", "H", "H", "H", "C", "C", "C", "C", "H", "H", "H", "H", "N", "C", "C", "N", "C", "C", "C", "H", "H", "C", "H", "H", "Ir", "C", "H", "H", "H", "Cl", "C", "C", "C", "Cl", "C", "Cl", "C", "Cl", "C", "Cl"],
  "coordinates": [[-5.11807, 0.18360, 0.13093], [-5.14839, 1.47577, -0.68820], [-5.29142, -0.68605, -0.51298], [-5.94065, 0.20171, 0.86154], [-4.19034, 0.03957, 0.67512], [-4.30515, 1.57330, -1.36676], [-6.07142, 1.50171, -1.28691], [-5.17598, 2.35748, -0.03832], [0.45207, -2.71810, -0.12977], [1.20701, -3.84999, -0.44192], [2.29585, -3.74796, -1.31100], [2.60806, -2.50701, -1.83692], [-0.34622, -2.70780, 0.61692], [0.94711, -4.80751, 0.01033], [2.88446, -4.62028, -1.59989], [3.50563, -2.30274, -2.42529], [0.71184, -1.52540, -0.73251], [1.73446, -1.42234, -1.62215], [1.92813, -0.08102, -2.11980], [1.09232, 0.84602, -1.55819], [1.28446, 2.17219, -1.82248], [3.10752, 1.64123, -3.30996], [2.23765, 2.58219, -2.74727], [0.67845, 2.86944, -1.24225], [2.30080, 3.64044, -2.97573], [3.01272, 0.32098, -2.91297], [3.76248, -0.43088, -3.17739], [3.83927, 1.94568, -4.04728], [-0.17542, 0.23528, -0.09784], [-1.60323, 1.51812, -0.18972], [-1.64881, 1.93033, -1.21762], [-1.25240, 2.31183, 0.49326], [-2.57486, 1.14554, 0.14875], [-2.17228, -0.51882, 2.39837], [-0.57453, -0.05010, 2.84140], [0.39730, 0.14987, 1.84714], [1.76091, 0.23840, 2.24049], [2.99891, 0.30498, 1.04746], [2.12683, 0.21721, 3.59978], [3.77697, 0.24432, 4.04439], [1.11518, 0.15383, 4.59036], [1.53678, 0.17832, 6.24030], [-0.24400, 0.04050, 4.21435], [-1.47000, -0.04379, 5.41020]],
  "forces_ev_per_angstrom": [[-0.8, 0.1, -0.2], [-0.5, 0.0, 0.2], [0.2, 0.1, 0.1], [0.3, -0.1, -0.1], [0.2, 0.0, 0.1], [0.1, 0.0, -0.1], [0.4, 0.0, 0.1], [0.1, -0.1, -0.1], [0.8, -0.1, -0.5], [-0.5, 0.1, 0.4], [0.0, 0.1, -0.1], [-0.4, 1.0, -0.4], [0.2, -0.2, -0.4], [0.1, 0.3, -0.1], [-0.1, 0.2, 0.3], [-0.4, -0.5, 0.1], [-0.2, -1.9, -0.5], [0.2, -1.2, 1.1], [0.6, 1.4, 0.1], [2.1, 1.5, -1.3], [0.5, -0.7, -0.4], [-0.3, 0.3, 0.1], [-0.5, 0.0, 0.3], [0.1, -0.2, -0.4], [0.1, -0.1, -0.1], [-0.5, -0.7, 0.1], [-0.4, 0.4, -0.3], [0.1, 0.0, 0.2], [0.7, -1.9, 1.0], [-2.4, 1.9, -1.2], [-0.5, 0.0, 0.5], [0.0, 0.0, 0.0], [0.0, 0.2, -0.3], [0.8, 0.3, 0.4], [-0.1, -0.2, -1.3], [1.2, 0.0, 1.1], [-1.2, -0.1, -1.3], [-0.5, 0.1, 0.6], [0.4, -0.1, 1.9], [-0.9, 0.0, -0.1], [0.1, 0.0, -0.2], [0.0, 0.0, -0.2], [0.3, -0.1, 1.9], [0.9, 0.1, -0.8]],
  "homo_lumo_gap_ev": [5.9, 4.8],
  "spin_multiplicity": 6,
  "total_energy_ev": -88388.4580,
  "relative_energy_kj_mol": 0.0,
  "charge": 2
}

---

No. 2
{
  "formula": "C19H17ClN2O4S",
  "method": "ωB97M-V with the def2-TZVPD basis set",
  "elements": ["O", "C", "N", "C", "C", "C", "C", "C", "N", "C", "C", "C", "C", "C", "C", "S", "O", "O", "C", "C", "C", "C", "C", "Cl", "C", "C", "O", "H", "H", "H", "H", "H", "H", "H", "H", "H", "H", "H", "H", "H", "H", "H", "H", "H"],
  "coordinates": [[-3.71187, -2.69518, -1.30048], [-2.68029, -2.06686, -1.17163], [-2.48938, -0.80331, -1.61973], [-3.57496, 0.03406, -2.05923], [-3.93153, 1.11324, -1.06505], [-3.01708, 1.63633, -0.15701], [-3.43073, 2.63586, 0.71019], [-4.74010, 3.08155, 0.63432], [-5.61687, 2.59552, -0.22847], [-5.22149, 1.63928, -1.04633], [-1.48368, -2.60103, -0.48857], [-1.27412, -3.74254, 0.23926], [0.01677, -3.62130, 0.80252], [0.51287, -2.42276, 0.36912], [1.70714, -1.61835, 0.68771], [1.00701, -0.00218, 1.26192], [0.51635, 0.72625, 0.12394], [0.07751, -0.26011, 2.32313], [2.44917, 0.90664, 1.95914], [3.55882, 0.85280, 0.97629], [4.67541, 0.05188, 1.19501], [5.68377, -0.03157, 0.25227], [5.57183, 0.68565, -0.92892], [6.82441, 0.58244, -2.11190], [4.46322, 1.48516, -1.16773], [3.46527, 1.56729, -0.21533], [-0.38980, -1.80770, -0.41495], [-1.61105, -0.35248, -1.40853], [-3.30790, 0.50117, -3.01634], [-4.43580, -0.62099, -2.22060], [-1.99704, 1.28161, -0.10833], [-2.74422, 3.05418, 1.42986], [-5.11073, 3.85921, 1.28922], [-5.97573, 1.26762, -1.72875], [-1.96518, -4.55020, 0.36121], [0.51014, -4.32647, 1.43928], [2.31916, -1.38650, -0.18037], [2.29171, -2.04935, 1.49179], [2.08233, 1.91550, 2.13146], [2.67877, 0.42150, 2.90264], [4.76567, -0.50332, 2.11712], [6.55110, -0.64721, 0.42993], [4.38685, 2.03836, -2.09016], [2.59429, 2.17630, -0.39896]],
  "forces_ev_per_angstrom": [[0.0, -0.2, 0.2], [0.2, 0.2, -0.2], [0.2, 0.4, -0.1], [-0.2, 0.0, -0.2], [0.0, 0.1, 0.1], [-0.2, 0.0, -0.1], [0.0, 0.0, -0.1], [0.2, 0.1, 0.2], [-0.5, 0.2, 0.0], [0.3, -0.2, -0.2], [-0.1, -1.1, 0.5], [-0.3, 0.7, -0.6], [0.5, 0.6, -0.2], [-0.1, -0.8, 0.4], [-0.5, 0.9, 0.0], [0.4, 0.2, 0.7], [0.3, 0.2, -0.4], [0.0, -0.2, 0.3], [-0.7, -0.7, -0.4], [0.5, 0.1, -0.2], [-0.1, 0.2, 0.0], [0.1, 0.0, -0.1], [-0.2, 0.0, 0.2], [0.1, 0.0, -0.1], [0.1, 0.0, 0.0], [0.1, 0.0, 0.1], [-0.1, 0.0, -0.3], [0.0, -0.1, 0.0], [-0.1, -0.1, 0.1], [0.1, 0.1, -0.1], [0.1, -0.1, 0.0], [0.0, 0.1, 0.1], [0.1, 0.1, 0.1], [0.0, -0.1, -0.1], [-0.2, -0.1, 0.0], [0.1, -0.1, 0.2], [0.1, 0.0, 0.0], [0.1, -0.1, 0.1], [-0.2, 0.0, 0.0], [0.0, 0.0, 0.1], [0.0, -0.1, 0.1], [0.1, 0.0, 0.0], [0.0, 0.0, -0.1], [-0.1, 0.1, -0.1]],
  "homo_lumo_gap_ev": 9.2,
  "total_energy_ev": -54506.4201,
  "relative_energy_kj_mol": 28.4,
  "charge": 0,
  "smiles": "O=C(NCc1cccnc1)c1ccc(CS(=O)(=O)Cc2ccc(Cl)cc2)o1"
}

---

No. 3
{
  "formula": "C19H17Co2N2O6Si",
  "method": "ωB97M-V with the def2-TZVPD basis set",
  "elements": ["O", "C", "Co", "C", "O", "C", "O", "C", "C", "C", "C", "C", "C", "C", "C", "C", "Co", "C", "O", "C", "O", "C", "O", "H", "H", "H", "H", "H", "H", "H", "C", "Si", "C", "C", "C", "N", "N", "H", "H", "H", "H", "H", "H", "H", "H", "H", "H"],
  "coordinates": [[-3.76726, -3.47225, 3.35349], [-3.00241, -2.76135, 2.85389], [-1.65547, -2.20968, 1.67899], [-1.06554, -3.81382, 1.25126], [-0.70217, -4.84777, 0.86854], [-2.90187, -1.98985, 0.43225], [-3.65995, -2.08668, -0.43717], [-0.73885, -0.72456, 2.29446], [-0.25345, -1.13444, 1.14133], [0.69874, -1.06120, 0.03546], [-0.04222, -0.69751, -1.22825], [0.53808, -1.06697, -2.43630], [-0.06851, -0.69422, -3.63115], [-1.28076, 0.00633, -3.58185], [-1.81341, 0.44523, -2.37031], [-1.12884, 0.16716, -1.17947], [-2.71328, -0.26749, 2.74426], [-3.70359, -0.71028, 4.12830], [-4.38421, -0.88346, 5.04762], [-4.00054, 0.00699, 1.57500], [-4.90833, 0.30963, 0.92376], [-2.45558, 1.38697, 3.20038], [-2.36499, 2.49681, 3.53023], [-0.13688, -0.42383, 3.16249], [1.07589, -2.11453, -0.05523], [1.45651, -1.65256, -2.42907], [0.39076, -0.97483, -4.58346], [-1.80892, 0.23445, -4.50965], [-2.75137, 0.99654, -2.30986], [-1.43446, 0.61380, -0.22449], [2.08298, 1.97769, -2.49350], [2.66031, 1.57792, -0.75177], [4.55014, 1.49876, -0.86234], [2.26967, 2.91586, 0.51609], [1.96974, -0.15170, 0.03224], [2.60041, -0.08850, 1.42553], [2.46227, -0.44303, 2.50865], [2.33627, 3.01344, -2.73295], [2.59364, 1.33237, -3.21845], [0.99994, 1.86852, -2.59076], [4.93309, 2.42898, -1.29381], [5.02757, 1.38005, 0.11650], [4.89273, 0.68910, -1.51678], [2.45877, 3.90042, 0.08876], [1.22059, 2.87671, 0.80795], [2.90138, 2.81603, 1.40219], [2.62335, -0.66924, -0.68297]],
  "forces_ev_per_angstrom": [[0.5, 1.1, -0.4], [0.8, -1.3, 0.1], [-2.3, -2.8, 0.1], [0.8, -1.3, -0.4], [-0.5, 1.5, 0.6], [-0.7, -0.6, -2.6], [0.7, 0.2, 1.2], [0.7, 2.3, 2.4], [1.9, 0.8, -0.2], [-0.9, -1.1, 0.0], [1.0, 0.6, 0.3], [-0.5, -0.1, -0.6], [-0.1, -0.1, 0.2], [-0.1, 0.1, -0.4], [0.5, 0.0, 0.4], [-0.5, 0.0, -0.5], [-1.1, 0.3, 0.1], [0.0, -0.2, 1.7], [0.2, 0.2, -0.8], [-0.9, 0.9, -1.2], [0.5, -0.2, 0.6], [1.0, 1.0, 0.3], [-0.3, -1.1, -0.4], [-0.3, 0.0, -0.5], [-0.3, 0.6, -0.2], [-0.2, 0.0, -0.1], [-0.3, 0.1, 0.3], [0.2, -0.1, 0.2], [0.3, 0.0, -0.2], [-0.1, -0.5, -0.3], [-0.2, -0.2, 0.2], [-0.6, 0.1, 1.3], [-0.1, -0.4, 0.1], [0.0, 0.0, -0.4], [0.1, 0.7, 0.6], [2.9, 1.4, -2.1], [-2.0, -1.2, 0.0], [0.1, 0.0, 0.1], [-0.2, 0.1, 0.1], [0.1, -0.1, -0.1], [-0.2, 0.0, 0.0], [-0.2, -0.1, -0.1], [0.0, 0.0, 0.1], [0.0, 0.2, 0.0], [0.0, 0.0, 0.1], [-0.1, -0.1, -0.1], [0.6, -0.7, 0.8]],
  "homo_lumo_gap_ev": 4.0,
  "total_energy_ev": -118370.8564,
  "relative_energy_kj_mol": 174.4,
  "charge": -1
}